Entry from OMol25: an isolated molecule of C2H9N2O3P at a distorted geometry (wB97M-V/def2-TZVPD).

Properties
E in Ha: -758.051869
SMILES: COP(=O)(NN)OC
Energy above the lowest of the compared OMol25 structures with the same formula, charge and spin in kcal/mol: 120.4

The geometry in ORCA input format:
```
! wB97M-V def2-TZVPD RIJCOSX def2/J DEFGRID3
* xyz 0 1
C -0.305 2.186 0.543
O 0.189 0.879 0.941
P 0.233 -0.392 -0.089
O 0.059 0.193 -2.074
N 1.703 -0.971 0.197
N 2.775 -0.158 -0.297
O -0.702 -1.541 0.382
C -2.080 -1.522 0.100
H 0.352 2.804 1.097
H -1.259 2.206 0.959
H -0.233 2.053 -0.590
H 1.825 -1.871 -0.128
H 2.732 -0.116 -1.356
H 2.495 0.682 0.050
H -2.634 -0.746 0.791
H -2.577 -2.430 0.333
H -2.572 -1.257 -0.860
*
```

The Löwdin scheme yields these atomic charges, measured in e: -0.06 -0.30 0.74 -0.54 -0.19 0.01 -0.23 -0.14 0.08 0.06 0.09 0.07 0.11 0.01 0.12 0.07 0.10

Entry from OMol25: C4H14BrO4P3Pd as an isolated structure (wB97M-V/def2-TZVPD).

Properties
E in Ha: -4187.048285
Energy above the lowest of the compared OMol25 structures with the same formula, charge and spin in kcal/mol: 0.0

The geometry in ORCA input format:
```
! wB97M-V def2-TZVPD RIJCOSX def2/J DEFGRID3
* xyz 2 1
C 3.185 0.537 -0.001
C 2.377 1.167 -1.130
C 0.904 0.736 -1.169
C 0.241 0.790 0.223
P -1.256 -0.233 0.281
O -1.957 -0.772 -1.057
P -2.830 1.706 0.375
O -3.109 1.942 1.922
O -4.211 1.026 0.001
P 0.143 -2.320 0.358
O 0.283 -2.553 1.935
Br -1.272 -3.831 -0.193
H 2.901 -0.510 0.157
H 4.246 0.548 -0.233
H 3.057 1.061 0.947
H 2.423 2.253 -1.061
H 2.818 0.893 -2.086
H 0.817 -0.254 -1.625
H 0.355 1.423 -1.816
H 0.893 0.445 1.031
H -0.075 1.814 0.432
H -1.779 -0.702 1.480
H -1.783 -0.259 -1.865
H -2.372 2.254 2.479
H -4.665 1.382 -0.786
H 1.196 -2.547 2.279
Pd -0.530 -5.995 -0.877
*
```

The Löwdin scheme yields these atomic charges, measured in e: -0.10 -0.23 -0.26 -0.36 0.65 -0.31 0.85 -0.22 -0.22 0.52 -0.37 0.56 0.06 0.09 0.08 0.12 0.12 0.09 0.12 0.08 0.08 0.06 0.11 0.10 0.11 0.10 0.17

Entry from OMol25: C31H39N8OPS6W as an isolated structure at a distorted geometry (wB97M-V/def2-TZVPD).

Properties
E in Ha: -4514.250018

The geometry in ORCA input format:
```
! wB97M-V def2-TZVPD RIJCOSX def2/J DEFGRID3
* xyz 4 1
W -2.211 -18.942 2.669
S -4.098 -16.674 0.311
C -5.401 -17.784 -0.028
C -6.590 -17.244 -0.524
C -7.616 -18.069 -0.948
C -7.463 -19.432 -0.847
C -6.275 -20.010 -0.362
C -5.252 -19.189 0.092
S -3.650 -19.850 0.621
C -4.192 -21.369 1.322
C -3.751 -21.707 2.728
C -4.072 -22.986 3.221
C -4.023 -23.214 4.541
C -3.707 -22.128 5.379
C -3.241 -20.957 4.852
C -2.909 -19.858 5.863
S -2.713 -18.219 5.120
C -1.125 -17.774 5.795
C -0.949 -17.013 6.929
C 0.361 -16.731 7.318
C 1.433 -17.340 6.681
C 1.233 -18.204 5.595
C -0.056 -18.368 5.160
S -0.372 -19.587 3.937
N -3.251 -20.771 3.513
H -6.678 -16.172 -0.581
H -8.537 -17.688 -1.394
H -8.257 -20.067 -1.262
H -6.197 -21.099 -0.408
H -3.902 -22.172 0.607
H -5.289 -21.359 1.399
H -4.422 -23.763 2.566
H -4.226 -24.161 5.029
H -3.791 -22.246 6.438
H -1.993 -20.075 6.364
H -3.714 -19.805 6.611
H -1.796 -16.561 7.414
H 0.512 -16.025 8.150
H 2.435 -17.099 7.004
H 2.033 -18.649 5.021
N -6.159 -20.282 4.275
C -6.094 -18.980 3.757
N -5.045 -18.377 3.229
C -5.372 -17.102 2.760
C -6.653 -16.738 2.949
S -7.507 -18.056 3.691
C -4.442 -16.252 2.038
C -3.859 -15.194 2.617
S -2.311 -14.586 2.015
C -1.310 -15.966 2.443
N -1.750 -17.252 2.426
N -0.035 -15.764 2.704
H -5.814 -20.346 5.218
H -7.070 -20.681 4.244
H -7.153 -15.836 2.652
H -4.140 -14.804 3.593
H 0.324 -14.831 2.675
H 0.579 -16.550 2.859
C 2.082 -22.052 1.134
N 1.356 -20.725 1.115
C 2.167 -19.584 1.585
P -0.029 -20.486 0.300
O -1.122 -19.799 1.306
N -0.738 -21.877 -0.096
C -1.062 -22.949 0.885
C -0.969 -22.213 -1.515
N 0.147 -19.385 -0.854
C 1.364 -19.464 -1.779
C -0.976 -18.571 -1.366
H 2.178 -22.420 2.170
H 3.027 -21.932 0.657
H 1.478 -22.750 0.560
H 2.597 -19.846 2.547
H 1.519 -18.708 1.692
H 2.965 -19.404 0.845
H -1.042 -22.565 1.907
H -0.328 -23.777 0.779
H -2.037 -23.354 0.618
H -0.786 -21.367 -2.138
H -2.002 -22.513 -1.631
H -0.345 -23.043 -1.835
H 2.141 -20.116 -1.406
H 1.754 -18.492 -1.860
H 1.080 -19.840 -2.781
H -1.756 -18.509 -0.618
H -1.435 -19.048 -2.240
H -0.617 -17.551 -1.553
*
```

The Löwdin scheme yields these atomic charges, measured in e: 1.40 1.02 -0.55 -0.06 -0.02 -0.02 -0.06 -0.44 0.98 -0.36 -0.31 0.01 0.03 0.02 -0.34 -0.31 0.97 -0.52 -0.03 -0.01 0.00 -0.07 -0.65 0.78 -0.06 0.13 0.14 0.14 0.12 0.11 0.10 0.15 0.15 0.14 0.10 0.12 0.13 0.15 0.13 0.12 0.11 -0.67 0.03 -0.45 -0.26 1.20 -0.53 -0.38 1.11 -0.64 -0.20 0.22 0.10 0.10 0.11 0.11 0.14 0.13 -0.01 -0.29 -0.09 0.62 -0.64 -0.29 -0.05 -0.03 -0.27 0.00 -0.06 0.11 0.09 0.06 0.09 0.06 0.11 0.09 0.11 0.08 0.06 0.09 0.11 0.08 0.08 0.11 0.00 0.11 0.11

Entry from OMol25: C42H68F2IN7O11PS3 as an isolated structure at a distorted geometry (wB97M-V/def2-TZVPD).

Properties
E in Ha: -4884.969500

The geometry in ORCA input format:
```
! wB97M-V def2-TZVPD RIJCOSX def2/J DEFGRID3
* xyz 0 4
C 3.941 -7.796 -1.937
C 3.347 -7.429 -0.935
C 2.780 -6.606 0.235
P 2.139 -7.934 1.478
O 2.192 -9.296 0.809
C 1.500 -5.738 -0.165
N 0.808 -6.470 -1.264
C -0.355 -6.776 -0.884
O -1.474 -6.824 -0.537
C 1.737 -4.202 -0.446
I -0.185 -3.243 0.107
N 1.986 -3.794 -1.861
C 0.811 -3.490 -2.660
O 0.679 -2.368 -3.070
F -0.129 -4.406 -3.042
C 2.970 -4.566 -2.561
O 4.153 -4.470 -2.484
F 2.464 -5.482 -3.477
C 2.873 -3.504 0.480
S 2.186 -3.308 2.205
C 3.146 -2.031 -0.052
C 4.163 -1.236 0.889
C 5.517 -0.968 0.072
C 6.684 -0.871 1.149
S 8.293 -1.125 0.273
C 8.811 -2.828 0.538
N 9.476 -3.388 1.591
N 9.667 -4.701 1.318
C 9.113 -4.943 0.109
O 8.553 -3.801 -0.429
O 4.152 -4.150 0.456
S 4.152 -5.684 1.051
O 5.398 -6.299 0.571
O 4.137 -5.777 2.514
H 4.706 -8.069 -2.687
H 2.955 -8.013 2.637
H 0.762 -7.667 1.747
H 0.807 -5.780 0.724
H 1.824 -1.988 2.270
H 2.217 -1.418 -0.115
H 3.632 -2.051 -1.067
H 4.463 -1.804 1.799
H 3.720 -0.232 1.090
H 5.717 -1.904 -0.509
H 5.445 -0.056 -0.566
H 6.601 -1.678 1.920
H 6.651 0.134 1.646
H 9.040 -5.895 -0.457
C -2.023 2.461 -1.184
C -2.801 1.134 -1.358
C -3.895 1.329 -2.420
C -5.060 2.182 -1.921
C -5.622 1.632 -0.613
C -4.555 1.395 0.469
N -3.358 0.672 -0.052
O -3.683 -0.612 -0.177
C -4.116 2.741 1.085
C -5.212 0.651 1.647
C -1.740 0.154 -1.889
H -1.268 2.578 -1.964
H -2.653 3.347 -1.261
H -1.498 2.492 -0.226
H -4.284 0.355 -2.737
H -3.467 1.790 -3.314
H -4.751 3.222 -1.793
H -5.849 2.195 -2.677
H -6.387 2.317 -0.236
H -6.140 0.692 -0.832
H -3.279 2.601 1.774
H -4.933 3.189 1.655
H -3.831 3.490 0.349
H -5.690 -0.280 1.338
H -5.994 1.265 2.099
H -4.481 0.419 2.425
H -0.932 0.026 -1.163
H -1.297 0.526 -2.815
H -2.148 -0.830 -2.123
C -9.760 1.557 -6.251
C -9.554 2.286 -4.900
C -10.794 3.141 -4.596
C -10.892 4.382 -5.482
C -9.605 5.199 -5.424
C -8.335 4.376 -5.695
N -8.301 3.099 -4.923
O -7.985 3.395 -3.667
C -8.212 4.069 -7.204
C -7.109 5.261 -5.400
C -9.457 1.140 -3.876
H -10.367 0.659 -6.123
H -10.289 2.157 -6.991
H -8.807 1.238 -6.680
H -10.779 3.459 -3.547
H -11.699 2.539 -4.718
H -11.118 4.103 -6.515
H -11.730 5.000 -5.148
H -9.671 6.024 -6.140
H -9.538 5.663 -4.434
H -7.378 3.391 -7.397
H -8.023 4.985 -7.769
H -9.111 3.639 -7.640
H -7.121 5.667 -4.387
H -7.084 6.117 -6.078
H -6.178 4.704 -5.535
H -8.601 0.496 -4.093
H -10.356 0.521 -3.909
H -9.367 1.494 -2.848
C 7.735 1.426 7.844
C 7.811 1.386 6.298
C 8.325 2.741 5.785
C 7.287 3.855 5.908
C 5.972 3.454 5.247
C 5.435 2.090 5.710
N 6.484 1.028 5.712
O 6.683 0.656 4.453
C 4.823 2.212 7.123
C 4.234 1.711 4.822
C 8.861 0.296 6.011
H 8.714 1.240 8.290
H 7.419 2.391 8.239
H 7.060 0.657 8.230
H 8.622 2.652 4.735
H 9.227 3.027 6.333
H 7.120 4.115 6.957
H 7.671 4.761 5.432
H 5.223 4.229 5.435
H 6.125 3.439 4.162
H 4.541 1.230 7.511
H 3.919 2.824 7.099
H 5.480 2.690 7.846
H 4.484 1.709 3.760
H 3.423 2.433 4.949
H 3.844 0.725 5.085
H 8.533 -0.671 6.398
H 9.810 0.544 6.491
H 9.077 0.184 4.947
*
```

Atomic partial charges in e from the Löwdin method, atoms 1 to 99: 0.16 -0.14 -0.44 0.81 -0.44 -0.37 0.15 -0.27 0.19 -0.57 1.16 0.04 -0.55 0.15 0.09 -0.42 0.20 0.09 -0.73 0.74 -0.18 -0.20 -0.24 -0.45 0.92 -0.60 0.02 0.01 -0.13 -0.02 -0.20 0.67 -0.27 -0.31 0.08 0.04 0.04 0.08 -0.08 0.09 0.12 0.09 0.11 0.10 0.12 0.09 0.08 0.14 -0.04 -0.48 -0.13 -0.17 -0.13 -0.49 -0.06 -0.03 -0.04 -0.05 -0.06 0.08 0.06 0.09 0.13 0.13 0.10 0.10 0.13 0.12 0.09 0.09 0.06 0.08 0.08 0.09 0.07 0.09 0.07 -0.04 -0.49 -0.13 -0.18 -0.13 -0.49 -0.06 -0.03 -0.04 -0.05 -0.04 0.08 0.06 0.09 0.12 0.13 0.10 0.11 0.12 0.12 0.09 0.09

Entry from OMol25: C35H38N2O3P2Pr as an isolated structure at a distorted geometry (wB97M-V/def2-TZVPD).

Properties
E in Ha: -2891.422202

The geometry in ORCA input format:
```
! wB97M-V def2-TZVPD RIJCOSX def2/J DEFGRID3
* xyz 1 3
C -0.928 3.588 -3.582
C -0.848 2.244 -3.221
C 0.433 1.697 -2.944
C 1.581 2.453 -3.170
C 1.481 3.802 -3.500
C 0.222 4.374 -3.694
C 2.934 1.795 -2.925
C 2.860 0.292 -3.177
C 1.648 -0.354 -2.932
C 1.526 -1.756 -3.172
C 2.666 -2.460 -3.551
C 3.897 -1.816 -3.702
C 3.994 -0.437 -3.515
H -1.911 4.024 -3.773
H 2.400 4.385 -3.602
H 0.137 5.431 -3.947
H 3.664 2.230 -3.616
H 2.586 -3.536 -3.727
H 4.780 -2.389 -3.981
H 4.942 0.095 -3.626
N 0.579 0.405 -2.391
Pr 0.269 -0.015 -0.253
C -2.096 1.393 -3.103
H -2.029 0.481 -3.718
H -2.988 1.968 -3.387
C 0.197 -2.467 -2.999
H -0.633 -1.877 -3.419
H 0.220 -3.461 -3.468
P -2.324 0.839 -1.365
P -0.183 -2.748 -1.200
C 0.791 -4.247 -0.858
H 0.871 -4.363 0.231
H 0.291 -5.129 -1.283
H 1.803 -4.157 -1.273
C -1.884 -3.396 -1.273
H -1.871 -4.461 -1.542
H -2.318 -3.274 -0.271
H -2.493 -2.829 -1.990
C -2.884 2.403 -0.601
H -3.981 2.446 -0.622
H -2.533 2.427 0.440
H -2.464 3.267 -1.130
C -3.872 -0.113 -1.455
H -3.890 -0.780 -0.582
H -4.733 0.568 -1.416
H -3.906 -0.717 -2.371
C 3.344 2.034 -1.550
O 2.776 1.636 -0.540
H 4.243 2.633 -1.738
C 2.731 1.336 2.754
C 2.110 -0.033 2.810
C 2.520 -1.031 1.913
C 1.938 -2.307 1.948
C 0.845 -2.541 2.773
C 0.353 -1.493 3.568
N -0.908 -1.636 4.141
C -1.892 -0.656 4.264
C -2.747 -0.668 5.375
C -3.533 0.446 5.655
C -3.506 1.569 4.817
C -2.737 1.551 3.652
C -2.000 0.410 3.342
C -1.318 0.304 2.040
O -0.606 1.290 1.602
O -1.421 -0.777 1.352
C 1.099 -0.304 3.739
C 0.783 0.679 4.820
H 1.971 2.125 2.853
H 3.463 1.474 3.566
H 3.241 1.500 1.798
H 3.337 -0.806 1.221
H 2.331 -3.107 1.324
H 0.313 -3.496 2.778
H -1.166 -2.559 4.477
H -2.740 -1.541 6.034
H -4.170 0.444 6.539
H -4.093 2.456 5.056
H -2.696 2.399 2.965
H 0.177 1.513 4.435
H 0.246 0.219 5.656
H 1.709 1.112 5.218
*
```

The Löwdin scheme yields these atomic charges, measured in e: -0.04 -0.22 -0.19 -0.11 -0.02 -0.06 -0.18 -0.11 -0.20 -0.21 -0.04 -0.06 -0.02 0.12 0.12 0.11 0.16 0.12 0.11 0.12 -0.19 1.09 -0.28 0.10 0.10 -0.28 0.09 0.10 0.88 0.85 -0.24 0.03 0.06 0.05 -0.24 0.05 0.05 0.04 -0.21 0.05 0.02 0.05 -0.24 0.04 0.05 0.05 -0.14 0.05 0.15 -0.03 -0.24 -0.09 -0.10 -0.02 -0.21 0.10 -0.20 -0.01 -0.06 -0.07 -0.01 -0.10 -0.57 -0.14 -0.14 -0.16 -0.01 0.09 0.10 0.06 0.12 0.10 0.12 0.16 0.12 0.11 0.11 0.12 0.10 0.10 0.09

Entry from OMol25: C3H2LiMgO3Tl as an isolated structure at a distorted geometry (wB97M-V/def2-TZVPD).

Properties
E in Ha: -720.944050
Energy above the lowest of the compared OMol25 structures with the same formula, charge and spin in kcal/mol: 50.2

The geometry in ORCA input format:
```
! wB97M-V def2-TZVPD RIJCOSX def2/J DEFGRID3
* xyz 1 2
C -0.018 -1.214 0.791
C -0.034 -0.459 -0.362
O 0.779 -1.973 1.306
H 0.325 -0.993 -1.251
H 0.490 0.508 -0.260
Mg 4.050 -2.301 2.628
Tl 0.506 -2.172 3.770
O -1.821 0.572 -0.995
C -1.692 1.823 -1.177
O -1.904 2.421 -2.253
Li -0.681 3.787 -2.197
*
```

The Löwdin scheme yields these atomic charges, measured in e: -0.22 0.02 -0.34 0.13 0.10 0.44 0.72 -0.08 -0.43 -0.16 0.82